Formula: C53H55BaIN10O5S2
Source: the Open Molecules 2025 dataset
Level of theory: ωB97M-V/def2-TZVPD

Summary:
2S+1 ... 1
E_tot ... -111459.8560 eV
Total charge ... -2
HOMO energy ... -1.6 eV
ΔE to the lowest compared entry with this formula, charge and spin ... 203.1 kJ/mol
Gap between HOMO and LUMO ... 0.19455 Eh

Each line ends with the Mulliken charge.
Positions of all 127 atoms, in Å:
Ba: 0.23234 0.04149 0.58896  1.62
C: -2.50630 2.83866 2.78893  -0.71
C: -1.13944 3.32726 3.18340  0.37
N: -1.01709 4.08729 4.26454  -0.77
C: 0.20564 4.51755 4.62318  -1.12
C: 1.35453 4.22988 3.91861  1.27
C: 2.66097 4.74219 4.46838  -1.04
O: 2.93707 6.11715 4.14501  -0.62
C: 1.23677 3.42495 2.77395  1.57
C: 2.36092 2.89581 1.94849  -1.25
N: 3.43150 3.43919 1.56188  -0.13
C: 3.83991 4.76333 1.47817  -0.72
C: 5.09297 5.08439 2.03418  0.05
C: 5.66286 6.33368 1.89608  -0.64
C: 5.01736 7.32815 1.16823  -0.56
C: 3.78814 7.04443 0.59981  -0.46
C: 3.19362 5.79235 0.75625  0.51
I: 1.34807 5.51106 -0.16515  0.19
C: -0.02893 2.95731 2.37212  -0.46
O: -0.18003 2.24945 1.27660  0.13
H: -3.21852 3.10259 3.56909  0.40
H: -2.82638 3.29652 1.84162  -0.12
H: -2.52608 1.75787 2.63076  0.16
H: 0.26031 5.13176 5.51828  0.37
H: 2.60762 4.73194 5.55216  0.51
H: 3.48159 4.09116 4.16633  0.33
H: 3.03758 6.19583 3.18966  0.36
H: 2.23148 1.85515 1.65181  0.29
H: 5.60221 4.29942 2.58248  0.45
H: 6.62880 6.53015 2.34844  0.35
H: 5.46188 8.30951 1.04639  0.35
H: 3.27089 7.80095 0.02110  0.37
C: -0.34984 -1.14867 -2.58717  -0.25
C: -0.01712 -2.55972 -2.16843  0.42
C: -0.20431 -3.62851 -3.08117  -1.00
C: 0.13078 -4.88823 -2.70763  -1.35
C: 0.68182 -5.13281 -1.42975  1.73
C: 1.05973 -6.43962 -1.02718  -0.89
C: 1.63189 -6.60284 0.20571  -0.88
C: 1.84681 -5.50359 1.06811  -0.73
C: 1.47889 -4.19245 0.74619  0.69
S: 1.75423 -2.88386 1.82924  -0.16
C: 0.85468 -4.01156 -0.56688  -0.77
N: 0.47725 -2.74776 -0.96624  0.99
H: -0.85736 -1.12969 -3.55279  0.57
H: 0.56624 -0.54534 -2.65335  -0.31
H: -1.00015 -0.67088 -1.85419  -0.27
H: -0.61614 -3.42923 -4.06384  0.46
H: -0.00220 -5.72116 -3.38908  0.36
H: 0.92717 -7.27502 -1.71053  0.31
H: 1.93275 -7.59791 0.52798  0.33
H: 2.33386 -5.65439 2.02707  0.38
N: -1.66976 -6.93214 1.23449  -0.62
C: -1.80834 -5.54347 1.38693  0.52
C: -2.46358 -4.78788 0.40969  -0.55
C: -2.57241 -3.41888 0.55376  -0.76
C: -2.03909 -2.79273 1.68295  0.34
C: -1.40886 -3.54063 2.66812  -0.45
C: -1.30854 -4.91006 2.52088  -0.71
S: -2.12470 -1.04348 1.73615  1.05
O: -1.91764 -0.61891 0.33621  -0.67
O: -3.42237 -0.68942 2.23980  -0.83
N: -0.90006 -0.46725 2.51370  -0.06
C: -0.66790 -0.43629 3.88774  -0.15
N: -1.54473 -0.93490 4.77553  -0.53
C: -1.19772 -0.85773 6.06361  -0.36
C: -0.00608 -0.31181 6.49955  -0.76
C: 0.82167 0.18160 5.50243  -0.28
N: 0.50666 0.13447 4.21234  -0.05
H: -1.60051 -7.20252 0.26815  0.32
H: -0.86861 -7.28277 1.72999  0.31
H: -2.83871 -5.27546 -0.48789  0.28
H: -3.02932 -2.81787 -0.23000  0.38
H: -0.96272 -3.05855 3.52325  0.28
H: -0.76578 -5.48931 3.26249  0.21
H: -1.91845 -1.25364 6.77316  0.44
H: 0.26492 -0.27512 7.54442  0.38
H: 1.77731 0.64048 5.74370  0.47
C: -5.96362 -0.65990 -6.08476  -1.09
C: -6.71507 0.00740 -4.93780  -0.79
N: -5.83460 0.50527 -3.88379  0.20
C: -5.76817 -0.25294 -2.62292  -0.81
C: -4.99158 -1.56039 -2.73025  -0.84
C: -5.13792 1.65531 -4.13347  0.23
O: -5.29481 2.30572 -5.16163  -0.70
C: -4.11874 2.03725 -3.10147  -0.06
C: -4.34466 3.02761 -2.15542  0.05
C: -3.36712 3.29355 -1.21278  -1.29
C: -2.20086 2.54735 -1.25135  -0.32
N: -1.95612 1.62660 -2.18793  0.12
C: -2.89599 1.39033 -3.10027  -0.33
H: -6.66478 -1.04010 -6.83531  0.38
H: -5.35603 -1.49354 -5.72191  0.27
H: -5.30678 0.06720 -6.56388  0.31
H: -7.40689 -0.69323 -4.47337  0.40
H: -7.28478 0.84625 -5.32620  0.40
H: -6.78998 -0.45136 -2.30280  0.40
H: -5.31174 0.36912 -1.86450  0.38
H: -5.48831 -2.27283 -3.39605  0.43
H: -4.90151 -2.02084 -1.74106  0.33
H: -3.98006 -1.37472 -3.10541  0.15
H: -5.28590 3.56358 -2.14567  0.46
H: -3.51331 4.04535 -0.44546  0.50
H: -1.41933 2.67473 -0.50458  0.63
H: -2.67476 0.62834 -3.85007  0.57
C: 5.12337 -3.26617 -0.90282  -0.88
N: 4.74907 -2.05886 -1.62161  -0.05
C: 3.96235 -2.40391 -2.79890  -0.75
C: 4.01479 -1.13210 -0.73544  -0.15
C: 3.74209 0.24147 -1.34433  -0.53
C: 4.80471 0.87454 -2.01111  -0.51
C: 4.61277 2.09110 -2.66568  -0.71
C: 3.34297 2.66902 -2.64790  -0.54
C: 2.32158 2.03850 -1.93982  -0.43
C: 2.45126 0.81630 -1.23322  0.71
H: 5.76681 -3.88816 -1.53270  0.32
H: 4.25618 -3.87130 -0.59419  0.23
H: 5.67774 -3.00018 0.00205  0.31
H: 4.56129 -3.02326 -3.47394  0.39
H: 3.66440 -1.49537 -3.32781  0.29
H: 3.04756 -2.96632 -2.53668  0.10
H: 4.62139 -1.02979 0.16995  0.51
H: 3.06252 -1.57378 -0.43413  -0.41
H: 5.78658 0.39793 -2.02508  0.32
H: 5.43436 2.57284 -3.19160  0.31
H: 3.15844 3.60999 -3.17681  0.38
H: 1.34522 2.54552 -1.93509  0.20



Formula: C53H58N3O2
Source: the Open Molecules 2025 dataset
Level of theory: ωB97M-V/def2-TZVPD

Summary:
2S+1 ... 1
E_tot ... -64458.4798 eV
Total charge ... +1
HOMO energy ... -7.8 eV
ΔE to the lowest compared entry with this formula, charge and spin ... 0.0 kJ/mol
Gap between HOMO and LUMO ... 0.08192 Eh

Each line ends with the Mulliken charge.
Positions of all 116 atoms, in Å:
C: 1.42857 0.15155 6.63409  -0.78
O: 2.08405 1.22383 6.00014  -0.47
C: 1.82126 1.34854 4.62525  0.88
C: 1.06405 0.44324 3.87821  -0.47
C: 0.84878 0.63732 2.53674  -0.84
C: 1.35228 1.77482 1.88348  -0.52
C: 1.03845 2.05546 0.48852  -0.93
N: 0.46192 3.25396 -0.01799  2.09
C: 0.05773 4.37594 0.80316  -1.10
C: 0.64967 5.62531 0.57826  1.32
C: 1.68652 5.79420 -0.50942  1.42
C: 3.03764 6.21955 0.06965  -1.41
C: 1.19657 6.75617 -1.59590  -1.61
C: 0.26575 6.71034 1.34544  -0.33
C: -0.69858 6.57916 2.32107  -1.55
C: -1.29470 5.35533 2.53391  -0.67
C: -0.93079 4.24414 1.79098  0.29
C: -1.65653 2.93264 1.99344  1.95
C: -2.91738 2.87519 1.13408  -1.65
C: -1.95256 2.65927 3.47299  -1.95
N: 0.30506 3.23106 -1.32452  -1.43
N: 0.72504 2.03457 -1.72843  2.60
C: 0.74330 1.62254 -3.11552  -2.21
C: 1.85310 1.89430 -3.92805  1.00
C: 3.06473 2.59015 -3.34716  1.88
C: 3.70396 3.55571 -4.35030  -1.80
C: 4.08283 1.57513 -2.82459  -1.30
C: 1.83894 1.47712 -5.24895  -0.53
C: 0.73830 0.83492 -5.77669  -1.64
C: -0.35749 0.58075 -4.97948  -0.22
C: -0.36741 0.95903 -3.64931  0.69
C: -1.55945 0.65527 -2.77140  1.86
C: -1.78236 -0.85409 -2.65086  -1.40
C: -2.80734 1.38465 -3.27069  -1.65
C: 1.15009 1.21916 -0.64158  1.56
C: 1.61425 -0.05854 -0.71310  -2.67
C: 2.10877 2.68426 2.63760  -0.21
C: 2.35097 2.46189 3.96731  -0.90
H: 1.69195 0.15674 7.69213  0.25
H: 0.34820 0.26597 6.54063  0.33
H: 1.75191 -0.79380 6.19867  0.30
H: 0.62513 -0.40580 4.36800  0.41
H: 0.23975 -0.05382 1.97868  0.78
H: 1.81854 4.80365 -0.97605  -0.72
H: 3.38498 5.50210 0.81462  0.32
H: 3.80290 6.30196 -0.70450  0.41
H: 2.96390 7.18989 0.56174  0.34
H: 0.25148 6.41445 -2.02118  0.40
H: 1.02967 7.75375 -1.18870  0.33
H: 1.91630 6.85377 -2.41047  0.42
H: 0.71885 7.67041 1.16553  0.46
H: -0.99454 7.43383 2.90801  0.40
H: -2.06414 5.26827 3.28122  0.32
H: -0.98044 2.14076 1.63893  -0.42
H: -2.67139 2.99722 0.07719  0.37
H: -3.44364 1.92656 1.25430  0.39
H: -3.60490 3.67590 1.40958  0.34
H: -1.05259 2.78285 4.07885  0.41
H: -2.70660 3.34907 3.85278  0.43
H: -2.33323 1.64924 3.63351  0.38
H: 2.69978 3.18241 -2.49027  -0.70
H: 2.95809 4.23316 -4.76961  0.41
H: 4.49415 4.15391 -3.89354  0.42
H: 4.15616 3.00951 -5.17865  0.40
H: 3.65017 0.94486 -2.04704  0.24
H: 4.41739 0.91819 -3.62852  0.33
H: 4.96392 2.06537 -2.40658  0.38
H: 2.69825 1.65065 -5.87393  0.30
H: 0.73499 0.52840 -6.81025  0.39
H: -1.21354 0.07135 -5.38820  0.46
H: -1.32056 1.04371 -1.76577  -0.55
H: -0.88182 -1.35316 -2.28893  0.12
H: -2.60186 -1.09154 -1.97028  0.50
H: -2.02686 -1.28806 -3.62075  0.26
H: -2.63421 2.46111 -3.32253  0.39
H: -3.07662 1.04790 -4.27212  0.36
H: -3.66783 1.20795 -2.62339  0.43
H: 1.66382 -0.57609 -1.64863  0.45
H: 1.97296 -0.56397 0.15899  0.42
H: 2.50923 3.55483 2.14608  0.59
H: 2.95065 3.14792 4.53810  0.47
C: -6.87059 -7.23663 1.14915  -0.34
C: -5.81157 -7.79165 1.84238  -0.71
C: -4.81633 -6.98400 2.33827  -0.17
C: -4.86589 -5.60070 2.15753  0.37
O: -3.80943 -4.75400 2.58910  -0.43
C: -2.59995 -4.80181 1.85592  0.11
C: -2.33559 -3.82576 0.88148  -0.46
C: -1.22785 -3.90451 0.09202  -0.48
C: -0.29485 -4.96357 0.23384  0.93
C: 0.79060 -4.98746 -0.66443  -0.42
C: 1.85819 -5.90878 -0.85488  0.94
C: 2.87576 -5.55132 -1.76392  -0.54
C: 3.98055 -6.34617 -1.94598  -0.72
C: 4.12003 -7.52209 -1.23187  -0.30
C: 3.11696 -7.92796 -0.36932  -0.88
C: 1.99060 -7.15499 -0.20674  -0.13
C: -0.52258 -5.88497 1.28944  -0.39
C: -1.65460 -5.82334 2.05098  -0.73
C: -5.95574 -5.05768 1.47657  -0.21
C: -6.94567 -5.86716 0.97461  -0.58
H: -7.64566 -7.87058 0.75337  0.40
H: -5.77460 -8.85725 2.00844  0.38
H: -3.99480 -7.40259 2.88854  0.31
H: -3.03171 -3.01324 0.76965  0.55
H: -1.04638 -3.15066 -0.65552  0.35
H: 0.83445 -4.13392 -1.32106  0.31
H: 2.77539 -4.63686 -2.32396  0.44
H: 4.74583 -6.04959 -2.64532  0.40
H: 5.00758 -8.12205 -1.35369  0.41
H: 3.22562 -8.85139 0.17861  0.42
H: 1.17434 -7.55595 0.35958  0.39
H: 0.23673 -6.59354 1.56056  0.40
H: -1.83600 -6.53860 2.83365  0.55
H: -5.99457 -3.99153 1.35018  0.44
H: -7.78458 -5.43292 0.45479  0.38